The following is a quantum chemistry calculation of a 5-piece molecular cluster, C20H40O15 overall, from OMol25.

Computed properties:
LUMO: 0.023 Ha
orbital gap: 11.3 eV
energy: -52101.7255 eV

ORCA input file:
```
! wB97M-V def2-TZVPD RIJCOSX def2/J DEFGRID3
* xyz 0 1
O 2.654 -6.019 -3.321
H 4.037 6.999 5.960
H -2.041 -5.022 -2.102
H 0.263 -2.332 0.686
C 5.732 6.189 4.881
O 3.805 7.310 3.970
C 2.280 -5.440 -4.298
O 2.317 0.658 1.963
H 0.599 -1.847 -0.967
H -1.543 -0.838 -3.921
H 6.162 5.420 5.520
C 3.719 1.981 3.420
H -1.992 0.061 -2.490
H 2.077 -1.309 -2.687
C -3.963 -5.921 -2.351
H 4.008 2.071 4.469
C -2.588 -2.663 -2.524
C -2.400 -0.492 -3.340
C 2.144 -3.384 -3.197
H 2.375 8.014 0.103
H 1.595 1.560 3.695
O -1.405 -2.838 -2.548
C -2.276 1.005 1.332
H -6.902 0.980 -0.001
O 3.277 5.503 2.722
H 1.196 -3.545 -2.670
C -6.933 0.652 1.039
C 2.501 1.094 3.312
C 0.405 -1.471 0.030
H -7.547 -0.248 1.069
H -4.941 -5.845 -1.882
H 2.678 0.194 3.908
C -3.065 -4.824 -1.781
H 5.887 5.882 3.841
H 1.433 6.821 0.958
H 2.305 -7.936 -4.767
H 3.705 5.533 5.047
O -4.644 2.074 0.790
O 1.460 -0.625 0.474
O 2.004 -5.998 -5.477
O -3.526 -3.522 -2.119
C 2.446 -7.332 -5.664
H -8.522 1.837 1.793
H -3.024 -4.960 -0.698
C -7.458 1.715 1.987
C 4.254 6.477 5.028
H 4.564 1.713 2.792
C 3.355 6.688 2.873
O 2.079 -4.132 -4.421
H -2.995 0.171 -3.959
H -6.869 2.626 1.919
H -3.413 -6.825 -2.056
O -3.222 -1.551 -2.887
H 3.494 -7.365 -5.960
C 2.222 -1.916 -3.582
O 0.598 -0.635 2.567
H 3.207 -1.674 -3.983
H 2.929 -3.735 -2.530
H -2.249 1.845 2.030
O -5.639 0.150 1.419
H 1.815 -7.756 -6.442
H 6.358 7.077 4.998
H 3.468 3.020 3.176
H -0.528 -0.909 0.078
H -4.008 -6.048 -3.431
H -2.220 1.374 0.309
C 2.451 7.172 0.788
C -4.604 0.950 1.215
C 1.372 -0.227 1.734
O -3.496 0.283 1.517
H 1.457 -1.685 -4.319
H 3.075 6.409 0.327
H -7.327 1.386 3.021
O 3.041 7.628 1.998
H -1.460 0.348 1.614
*
```

Mulliken atomic charge list, values in e, 8 entries: O -0.56; H 0.29; H 0.21; H 0.34; C -1.08; O -0.34; C 0.74; O -0.31